This record from the OMol25 dataset describes a structure of composition C38H61BrCl18N2O16Zr. The level of theory is ωB97M-V/def2-TZVPD.

Last column: Mulliken charge in e.
Cartesian coordinates (Å):
Zr1 -0.054 -1.333 -0.586  2.2022
C1 1.188 -5.874 -2.338  -1.7147
C2 0.161 -5.927 -1.185  1.5930
C3 0.109 -7.372 -0.544  -1.1310
C4 1.272 -7.707 0.363  -0.8465
C5 1.381 -6.707 1.443  -1.4187
C6 1.544 -5.262 0.946  2.1112
N1 0.486 -4.976 -0.111  0.1325
O1 0.470 -3.563 -0.516  1.6525
C7 3.083 -4.908 0.659  -1.4376
C8 1.236 -4.341 2.172  -2.1127
C9 -1.185 -5.755 -1.882  -1.8785
H1 1.189 -4.908 -2.844  0.1859
H2 0.832 -6.562 -3.105  0.5137
H3 2.226 -6.052 -2.056  0.2931
H4 0.121 -8.195 -1.258  0.3625
H5 -0.829 -7.613 -0.044  0.3978
H6 2.174 -7.653 -0.247  0.2517
H7 1.319 -8.667 0.877  0.4592
H8 2.142 -7.020 2.158  0.4859
H9 0.492 -6.700 2.074  0.5029
H10 3.793 -5.661 1.000  0.2531
H11 3.362 -3.991 1.178  0.2694
H12 3.304 -4.920 -0.409  0.2944
H13 0.160 -4.197 2.272  0.4176
H14 1.586 -3.309 2.156  -0.0901
H15 1.504 -4.710 3.162  0.2813
H16 -1.229 -4.732 -2.256  0.2212
H17 -1.959 -5.907 -1.130  0.2624
H18 -1.329 -6.411 -2.741  0.4731
C10 -1.555 -1.145 4.552  -1.8354
C11 -1.542 -0.272 3.245  1.7251
C12 -1.951 1.173 3.704  -1.0255
C13 -0.912 1.894 4.545  -0.7554
C14 0.414 1.942 3.780  -1.3181
C15 0.868 0.576 3.142  2.0342
N2 -0.287 -0.090 2.482  0.1090
O2 0.050 -1.284 1.684  0.5639
C16 1.606 -0.400 4.174  -1.6169
C17 2.002 0.990 2.162  -2.1168
C18 -2.798 -0.647 2.441  -1.9650
H19 -1.252 -2.158 4.288  0.1938
H20 -2.540 -1.124 5.017  0.4609
H21 -0.866 -0.759 5.304  0.3927
H22 -2.804 1.126 4.381  0.4523
H23 -2.221 1.837 2.883  -0.0947
H24 -0.947 1.634 5.603  0.3658
H25 -1.184 2.932 4.733  0.3968
H26 1.110 2.428 4.464  0.4816
H27 0.174 2.674 3.008  0.1745
H28 1.201 -0.429 5.186  0.3130
H29 2.676 -0.192 4.194  0.5005
H30 1.665 -1.419 3.792  0.2161
H31 1.733 1.700 1.380  -0.0905
H32 2.523 0.068 1.906  0.2723
H33 2.683 1.542 2.811  0.7307
H34 -2.917 0.016 1.584  0.1774
H35 -3.771 -0.564 2.925  0.5227
H36 -2.794 -1.681 2.095  0.3244
C19 -1.249 2.779 -0.043  -0.5427
C20 -0.772 1.326 -0.399  0.4131
O3 0.408 0.874 -0.612  -0.5018
O4 -1.568 0.406 -0.607  -0.1917
H37 -0.466 3.373 -0.516  -0.0005
H38 -1.214 2.837 1.045  -0.0826
H39 -2.097 3.281 -0.510  0.1321
Br1 0.072 -1.569 -3.146  -0.8840
C21 -3.782 4.914 4.198  -0.1753
Cl1 -4.490 6.535 3.980  -0.1292
Cl2 -2.169 4.957 3.464  -0.0022
Cl3 -4.876 3.840 3.241  -0.1016
H40 -3.770 4.661 5.258  0.3827
C22 -2.790 -0.312 -5.909  0.3713
Cl4 -4.447 0.002 -6.547  -0.1289
Cl5 -1.695 0.759 -6.747  -0.1437
Cl6 -2.376 -2.035 -5.972  -0.1073
H41 -2.845 -0.037 -4.855  -0.0500
C23 -3.609 3.743 -5.896  0.8813
Cl7 -3.116 4.798 -7.157  -0.1342
Cl8 -5.386 3.499 -5.883  -0.1460
Cl9 -3.173 4.162 -4.246  0.0305
H42 -3.162 2.782 -6.150  -0.6057
C24 2.400 2.105 -4.993  -0.2581
Cl10 3.622 1.001 -4.286  -0.0508
Cl11 3.251 3.541 -5.714  -0.1319
Cl12 1.190 2.513 -3.860  0.0429
H43 1.921 1.422 -5.694  0.3626
C25 -5.722 2.528 -0.904  -0.1836
Cl13 -4.991 4.055 -0.215  -0.0898
Cl14 -4.452 1.545 -1.752  -0.0467
Cl15 -6.934 2.841 -2.214  -0.1138
H44 -6.135 1.953 -0.076  0.3714
C26 -1.554 7.216 -2.369  -0.0857
Cl16 -3.223 6.670 -1.870  -0.0969
Cl17 -1.412 7.497 -4.157  -0.1134
Cl18 -0.296 6.152 -1.762  -0.0065
H45 -1.361 8.179 -1.895  0.2956
C27 4.288 3.310 -0.212  0.2251
C28 4.087 2.516 -1.552  0.3617
O5 5.219 1.633 -1.577  -0.3424
C29 5.928 1.702 -0.431  0.6626
O6 6.995 1.231 -0.158  -0.5912
O7 5.273 2.544 0.455  -0.3930
H46 3.370 3.225 0.369  -0.1734
H47 4.309 4.385 -0.391  0.2233
H48 4.078 3.129 -2.453  0.2302
H49 3.137 1.986 -1.491  -0.1619
C30 -5.251 -3.551 -0.622  -0.5306
C31 -4.567 -4.373 -1.597  -0.4781
O8 -3.442 -3.580 -1.807  -0.1731
C32 -3.085 -2.943 -0.680  -0.1639
O9 -2.020 -2.408 -0.471  -0.2583
O10 -4.145 -3.082 0.149  -0.2899
H50 -6.005 -4.150 -0.113  0.3899
H51 -5.879 -2.902 -1.232  0.2911
H52 -5.169 -4.538 -2.490  0.3840
H53 -4.261 -5.376 -1.298  0.2456
C33 5.738 -1.706 -0.698  -0.0896
C34 5.321 -2.481 -1.943  -0.4540
O11 3.887 -2.561 -1.820  -0.1478
C35 3.503 -1.653 -0.979  0.0755
O12 2.358 -1.295 -0.785  -0.2347
O13 4.506 -1.346 -0.185  -0.3229
H54 6.310 -0.785 -0.813  0.0016
H55 6.349 -2.235 0.033  0.2747
H56 5.843 -3.386 -2.255  0.3959
H57 5.518 -1.716 -2.694  0.2795
C36 1.028 7.274 2.549  0.0859
C37 2.216 7.151 1.564  -0.0358
O14 1.681 7.867 0.450  -0.3129
C38 0.549 8.641 0.845  0.6050
O15 -0.025 9.418 0.140  -0.5272
O16 0.187 8.307 2.112  -0.3106
H58 1.502 7.454 3.515  0.3308
H59 0.472 6.337 2.550  -0.0758
H60 2.404 6.154 1.166  0.0009
H61 3.142 7.581 1.946  0.2493

Atoms 1-6, force components in eV/Å:
Zr 1.168 -2.376 2.786
C -0.092 0.031 -0.287
C 1.426 -1.306 -0.403
C 0.241 -0.952 -0.045
C 0.644 0.378 -0.133
C -0.311 1.018 0.818

Calculated values
ΔE to the lowest compared entry with this formula, charge and spin	83.48	kJ/mol
gap between HOMO and LUMO	6.82	eV
electronic energy	-13702.3542	Eh
spin multiplicity	1
HOMO level	-6.7053	eV